88
Properties=species:S:1:pos:R:3:forces:R:3 method="wB97M-V/def2-TZVPD" homo_energy_ev=-3.6 e_above_lowest_kcal_mol=0.00 charge=-1 largest_force_ev_per_a=3.9
Yb 9.975466 10.729762 14.737605 0.0 -1.1 0.3
C 5.699747 5.683692 16.230253 -0.3 0.2 -0.8
C 7.054896 5.835512 16.800839 2.3 1.0 1.0
C 8.065805 4.911280 17.245412 0.4 1.5 0.4
C 9.159278 5.663210 17.753309 -3.4 0.5 -1.9
C 10.052567 5.089315 18.802195 0.8 -0.3 0.2
N 8.848102 7.014218 17.430492 -0.8 -1.1 0.7
N 7.480518 7.083255 16.994907 2.1 -0.9 -0.7
B 9.698604 8.197958 16.867349 -0.2 0.6 -0.5
N 11.012623 7.977541 16.024114 2.4 -1.3 0.1
N 11.223325 8.608277 14.808469 0.4 -0.8 0.2
C 12.450259 8.252800 14.319916 -1.9 -0.3 1.9
C 12.810863 8.711306 12.951914 0.8 -0.8 -0.4
C 13.078670 7.413408 15.264439 -1.3 0.3 1.2
C 12.151604 7.265205 16.351819 0.3 1.5 -2.4
C 12.409331 6.609692 17.657647 -0.5 0.1 0.4
N 9.937409 9.392236 17.819143 1.3 1.0 1.9
N 10.430817 10.511204 17.160007 -0.5 -0.3 0.6
C 10.750036 11.440248 18.063860 -1.0 -1.2 0.7
C 11.121902 12.837159 17.645444 0.4 -0.2 0.2
C 10.461346 10.905697 19.358673 0.2 -0.1 -0.4
C 9.949642 9.600441 19.168830 0.7 1.6 -1.3
C 9.539450 8.680410 20.276488 -0.1 -0.5 -0.2
H 5.453434 4.668876 15.945429 0.1 -0.3 0.1
H 4.980681 6.030332 16.963833 -0.4 0.1 0.0
H 5.619955 6.299108 15.304678 0.1 -0.3 0.7
H 7.966718 3.846953 17.275378 0.0 -0.4 0.2
H 9.439247 4.581214 19.573601 0.3 0.2 -0.5
H 10.771386 4.363655 18.373511 -0.5 0.2 0.3
H 10.664007 5.826669 19.320569 -0.3 -0.1 0.0
H 9.057056 8.842967 16.137759 -1.1 -0.3 -1.3
H 11.932481 8.587827 12.292112 0.6 -0.1 0.1
H 13.048406 9.760581 12.965075 0.1 0.6 0.0
H 13.732738 8.163316 12.582398 -1.3 0.5 0.2
H 14.100456 7.059795 15.287716 -0.1 -0.1 -0.2
H 13.433319 6.816137 17.985875 -0.2 0.2 0.0
H 11.670278 6.970431 18.417780 1.0 -0.2 -0.7
H 12.341408 5.521446 17.570363 -0.1 0.2 0.1
H 10.272371 13.404539 17.273023 -0.3 -0.1 0.0
H 11.490149 13.378594 18.509836 0.2 0.1 0.1
H 11.866693 12.870883 16.839396 -0.1 -0.2 0.4
H 10.675177 11.369856 20.319248 -0.2 0.0 -0.3
H 8.918964 9.244007 20.981390 0.0 -0.2 -0.1
H 9.005653 7.758835 19.967773 0.3 0.7 0.0
H 10.451236 8.386183 20.803818 -0.1 -0.1 0.1
C 7.152524 13.595528 11.703503 -0.3 -0.9 1.0
P 7.150174 12.432983 13.180403 0.9 0.5 0.8
C 7.018235 10.612109 12.834966 0.6 0.5 -0.3
C 5.553441 12.571837 14.046305 -0.3 -0.1 -0.1
C 5.416474 11.386367 15.042255 -0.1 -0.6 0.3
P 6.724050 11.241364 16.387909 0.0 0.5 0.4
C 6.276137 12.842010 17.268901 0.7 0.3 -0.7
C 5.930612 10.116667 17.615442 -0.7 -0.1 -0.4
H 6.142230 13.558076 11.278214 0.2 0.3 0.1
H 7.873331 13.216262 10.980299 0.0 0.1 0.1
H 7.435899 14.583815 12.108943 -0.3 -0.5 -0.4
H 6.037904 10.239643 13.115037 0.3 0.1 -0.2
H 7.819835 10.066526 13.362875 -0.7 -0.1 -0.3
H 7.163827 10.448467 11.774755 0.3 0.0 -0.2
H 4.743601 12.536175 13.291482 0.3 -0.2 0.2
H 5.439922 13.548593 14.530075 0.2 -0.2 0.1
H 5.314211 10.379033 14.556514 0.0 1.2 0.6
H 4.506604 11.543087 15.581278 -0.9 0.1 0.4
H 5.192586 12.989057 17.356557 0.1 -0.2 0.1
H 6.698438 13.704438 16.706819 -0.3 -0.5 0.3
H 6.762036 12.852602 18.247707 -0.2 -0.1 0.0
H 4.855673 10.399585 17.709297 0.6 -0.3 0.2
H 6.461528 10.219126 18.572571 -0.2 0.2 -0.2
H 6.044194 9.064733 17.322141 -0.1 0.2 -0.1
S 12.119953 12.367340 14.345389 -0.1 0.6 -0.8
Sb 10.666220 13.289753 12.717303 0.8 0.3 1.2
S 9.685585 11.398975 11.943837 0.3 -0.6 -0.8
S 8.558552 13.224627 14.658587 -1.1 -0.2 -2.0
O 9.296061 5.217782 6.760712 0.3 1.6 0.1
C 8.217578 5.000034 7.592071 -1.0 -0.2 0.9
O 7.316729 4.274809 7.208226 1.1 0.6 0.0
C 8.214629 5.613659 8.979704 -0.6 -0.2 -2.0
C 6.988032 5.663671 9.683309 0.0 -1.1 -0.7
C 6.975866 6.128696 10.969007 -0.8 0.1 0.2
C 8.145528 6.636067 11.588026 -0.3 0.1 0.6
S 8.159999 7.158128 13.233272 -0.3 0.3 0.3
C 9.320607 6.649432 10.848773 0.4 -0.4 -1.5
C 9.356468 6.141623 9.528953 0.8 0.6 1.5
H 9.684128 6.139303 6.871118 -0.8 -1.8 0.3
H 6.103658 5.194851 9.180848 0.8 0.6 0.6
H 6.036019 6.113639 11.544214 0.6 0.1 -0.2
H 10.205224 7.024453 11.343969 0.1 0.0 -0.1
H 10.315418 6.108893 8.994829 -0.4 0.0 0.2

=====

84
Properties=species:S:1:pos:R:3:forces:R:3 method="wB97M-V/def2-TZVPD" homo_energy_ev="-9.1 / -11.2" e_above_lowest_kcal_mol=20.69 s_squared=6.02 charge=+1 spin_multiplicity=5 largest_force_ev_per_a=2.1
Ir -0.990658 0.521453 0.531330 -0.8 0.3 -0.9
C -1.921098 -0.766725 2.354578 -0.9 -0.2 -0.5
C -2.643848 0.338867 1.721079 -1.2 -1.5 0.8
C -3.101927 -1.659119 0.579809 -1.1 1.4 -1.0
C -2.275930 -1.974987 1.669259 0.8 0.2 1.4
C -3.269194 -0.230342 0.524120 -0.3 -1.3 0.7
C -1.219134 -0.717209 3.660650 0.2 0.0 0.2
H -0.990646 0.314457 3.941259 0.0 -0.2 0.1
H -0.286873 -1.295490 3.642024 -0.3 0.1 0.0
H -1.861538 -1.155738 4.435826 0.2 0.1 -0.1
C -1.965364 -3.348153 2.116467 0.2 -0.2 0.0
H -1.248419 -3.341426 2.942754 -0.1 -0.1 -0.2
H -1.553540 -3.928962 1.280857 -0.1 0.2 0.3
H -2.878701 -3.866098 2.455808 0.2 0.2 -0.1
C -3.810218 -2.655484 -0.253043 -0.1 0.0 -0.3
H -4.491577 -3.269502 0.359909 0.2 0.2 -0.1
H -3.088737 -3.332606 -0.721826 -0.2 0.2 0.1
H -4.403273 -2.162878 -1.034465 0.1 -0.2 0.2
C -4.265929 0.478091 -0.322975 -0.1 0.0 -0.2
H -5.265274 0.393668 0.129690 0.2 0.1 -0.1
H -4.321633 0.036226 -1.325705 0.0 0.2 0.3
H -4.017060 1.537982 -0.410176 -0.1 0.0 -0.1
C -2.978573 1.669080 2.308806 0.1 0.1 0.1
H -4.014709 1.726772 2.655553 0.0 -0.1 0.0
H -2.841319 2.428636 1.535308 -0.1 0.2 0.2
H -2.316865 1.895580 3.149571 -0.1 0.1 -0.1
C 3.811885 2.105561 0.406210 0.5 0.0 1.0
C 3.346588 2.692851 1.518610 1.3 -0.1 -0.5
C 3.104586 4.171923 1.615172 -0.2 0.4 0.3
C 2.407614 4.816795 0.381815 0.5 0.2 0.5
C 1.428503 3.949249 -0.364502 0.0 0.3 -0.9
C 1.767973 3.306968 -1.495368 0.0 1.2 0.3
C 3.205270 3.132888 -1.932243 0.3 0.1 -0.3
C 4.271885 2.854706 -0.815585 0.1 0.1 -0.7
H 4.059961 4.707138 1.779048 -0.3 -0.3 0.0
H 3.195542 5.184429 -0.296408 -0.5 -0.2 0.1
H 2.492719 4.373003 2.504232 0.1 -0.1 -0.1
H 4.738376 3.814800 -0.537286 -0.2 -0.5 0.1
H 4.010839 1.022977 0.407534 0.0 0.6 0.2
H 3.268567 2.126731 2.452747 -0.1 0.0 -0.4
H 5.072404 2.254956 -1.286400 -0.3 0.3 0.2
H 3.253158 2.311543 -2.663505 -0.1 0.2 0.1
H 1.007025 3.052868 -2.240321 0.3 -0.3 0.6
H 3.544893 4.029231 -2.488605 -0.2 -0.3 0.2
H 1.875569 5.716564 0.736689 0.2 -0.3 -0.2
H 0.383169 4.014501 -0.042711 0.2 0.1 -0.3
P 1.141967 0.074446 0.783819 0.3 -1.4 -0.1
P -0.854195 0.618852 -1.716881 -0.4 -0.8 -0.3
C 1.859730 0.332889 -0.877185 0.4 0.8 0.1
C 0.921176 0.341095 -2.093359 0.1 -0.1 -0.3
H 2.695948 -0.362251 -1.016862 -0.2 0.0 0.1
H 2.293935 1.331991 -0.770408 -0.1 -0.5 -0.2
H 1.250351 1.105957 -2.810364 0.0 -0.2 0.2
H 1.011578 -0.620475 -2.607062 -0.4 0.3 0.2
C -1.789603 -0.467902 -2.811063 0.0 0.0 -0.5
H -2.837359 -0.148212 -2.846288 0.2 -0.1 0.0
H -1.719522 -1.498449 -2.430779 0.1 0.3 0.0
H -1.376620 -0.424571 -3.832943 -0.1 0.0 0.3
C -1.439135 2.337123 -1.933626 0.3 0.0 -0.5
H -0.922867 2.826513 -2.764004 -0.3 0.2 0.1
H -1.259308 2.874226 -0.992526 0.0 0.1 -0.4
H -2.518564 2.305224 -2.128407 0.3 0.0 0.0
C 2.117270 -1.084436 1.727032 0.8 -0.1 0.5
H 1.582025 -1.352404 2.647867 0.2 0.1 -0.3
H 3.103230 -0.670004 1.996865 -0.2 -0.2 0.0
H 2.268107 -1.992855 1.124563 -0.2 0.4 0.2
C 0.758551 1.606090 1.773455 1.1 0.5 0.3
H -0.324585 1.812795 1.946517 0.1 0.1 0.2
H 1.155181 2.512065 1.308374 -0.1 -0.4 0.2
H 1.195820 1.475362 2.773122 -0.2 0.0 -0.2
F -0.454422 -6.108571 -2.147376 -0.7 0.9 0.7
C -0.987637 -5.100360 -1.397395 -0.3 -0.9 -0.2
F -2.151566 -4.730382 -2.006379 0.9 -0.3 0.4
F -1.340619 -5.644919 -0.189515 0.3 0.5 -0.9
C -0.029738 -3.839621 -1.216211 0.6 -0.8 -0.5
O -0.642890 -2.787254 -0.757819 -0.1 0.5 -0.1
C 1.185775 -4.297326 -0.293703 0.3 -0.7 0.1
F 1.601775 -5.567622 -0.544707 -0.2 1.0 0.4
F 2.275358 -3.476985 -0.455752 -0.7 -0.5 0.1
F 0.864051 -4.234817 1.023978 0.1 0.1 -0.8
C 0.626830 -3.663420 -2.659923 0.3 -0.4 -0.6
F 1.459541 -4.682385 -3.017295 -0.7 1.0 0.1
F -0.322954 -3.543043 -3.628885 0.6 0.0 0.7
F 1.378896 -2.532140 -2.724466 -0.3 -0.4 0.0

=====

no.,E_tot (hartree)
1,-5271.2532
2,-2853.3648